# 1
Molecular formula: CH9N6
Method: DFT, ωB97M-V/def2-TZVPD

Geometry as XYZ:
```
16
Properties=species:S:1:pos:R:3:forces:R:3
C 1.992 0.361 0.328 3.8 -3.6 -0.4
N 2.877 -0.383 0.076 -3.7 3.5 0.1
N 1.346 1.329 0.776 -1.0 1.6 0.7
N -0.739 -2.039 -0.187 -0.8 -0.3 0.7
N -1.778 1.011 -0.693 -2.1 1.0 -1.2
N -0.219 -0.701 -0.414 0.0 -1.5 3.7
N -0.908 0.441 0.195 -1.0 -1.2 0.6
H 3.456 -1.145 0.107 1.5 -1.9 0.0
H 1.738 2.221 0.648 1.0 1.4 0.1
H -0.151 -0.386 -1.336 -0.2 -0.6 -2.2
H -0.433 -2.575 0.725 -0.6 2.2 -2.5
H -1.775 -2.237 -0.408 2.2 0.9 0.4
H -1.443 1.930 -1.052 -1.2 -1.1 0.7
H -2.819 0.795 -0.558 2.4 0.9 -0.5
H -1.444 0.021 0.944 0.0 0.0 0.4
H 0.301 1.357 0.847 -0.3 -1.2 -0.6
```
Forces are in eV/Å.

Output
HOMO-LUMO gap ... 0.3541 hartree
LUMO ... -3.405 eV
Total charge ... +1
M ... 105.1 g/mol
ΔE to the lowest compared entry with this formula, charge and spin ... 94.9 kcal per mole

***

# 2
Molecular formula: C4H14N2O2
Method: DFT, ωB97M-V/def2-TZVPD

Geometry as XYZ:
```
22
Properties=species:S:1:pos:R:3:forces:R:3
H 3.282 2.129 -1.261 0.6 -0.5 0.0
N 2.816 1.603 -0.533 -0.3 0.2 0.3
C 2.183 0.594 -0.976 -0.4 1.4 -0.1
N 1.159 0.034 -0.251 -0.1 -0.9 -0.1
C 0.439 -1.133 -0.799 1.8 -0.3 0.8
C -0.179 -2.033 0.303 -0.4 1.5 -1.5
C -1.692 -1.817 0.352 -0.1 -1.3 0.4
H 2.314 0.238 -2.001 -0.4 -0.2 0.0
H 1.299 0.037 0.748 0.0 0.2 0.0
H 1.212 -1.753 -1.261 -0.2 0.0 -0.5
H -0.257 -0.776 -1.551 -0.3 -0.2 0.0
H 0.064 -3.031 -0.023 -0.2 -0.6 0.3
H 0.329 -1.841 1.247 -0.1 0.0 0.1
H -2.181 -2.328 -0.484 0.2 -0.1 0.0
H -2.043 -2.339 1.249 -0.4 0.5 0.0
H -2.044 -0.795 0.276 0.3 0.3 0.5
O -1.749 2.803 -0.558 -0.2 0.1 0.0
H -1.261 2.455 -1.305 0.2 0.0 0.1
H -1.317 2.484 0.255 -0.1 0.1 -0.4
O -1.017 1.887 1.881 0.3 -0.5 0.3
H -0.282 1.261 1.955 -0.2 0.3 -0.1
H -1.074 2.321 2.736 0.0 0.1 0.0
```
Forces are in eV/Å.

Output
HOMO-LUMO gap ... 0.3508 hartree
LUMO ... 0.534 eV
Structure (SMILES) ... [H]/N=C/NCCC.O.O
M ... 122.2 g/mol
ΔE to the lowest compared entry with this formula, charge and spin ... 26.3 kcal per mole

***

# 3
Molecular formula: C15H17IN2Sn
Method: DFT, ωB97M-V/def2-TZVPD

Geometry as XYZ:
```
36
Properties=species:S:1:pos:R:3:forces:R:3
C 0.818 -2.207 -3.569 1.8 0.6 -1.6
C 0.502 1.160 -3.793 2.4 -2.1 -1.7
H 1.760 -2.632 -3.187 -0.6 -0.3 -0.2
H 1.114 -1.582 -4.455 0.2 -0.5 0.6
H 0.056 -2.884 -4.018 0.7 0.4 1.4
H 1.323 1.777 -3.398 -0.7 0.5 -0.5
H 0.985 0.495 -4.583 -0.2 1.2 0.4
H -0.402 1.566 -4.299 0.7 0.1 1.0
Sn 0.107 -0.535 -2.437 -3.1 1.3 -0.6
C -1.687 0.738 -2.198 0.0 -0.1 2.0
H -1.366 1.785 -2.311 -0.1 -0.5 0.1
H -1.969 0.529 -1.160 -0.6 0.3 -0.2
H -2.507 0.482 -2.876 0.5 -0.2 0.1
I -2.072 -2.512 -2.400 -1.2 -0.7 0.4
C 0.199 -3.377 2.016 0.1 0.6 -0.2
C 0.369 -2.766 0.744 -0.1 -0.1 -0.2
N 0.402 -1.448 0.533 0.1 -0.7 0.3
C 0.264 -0.636 1.607 -0.3 0.2 0.2
C 0.032 -1.148 2.929 0.3 0.2 -1.2
C 0.026 -2.550 3.112 0.0 0.0 -0.5
C -0.188 -0.237 4.001 -0.1 1.4 0.2
C -0.188 1.126 3.797 0.0 -0.9 0.9
C 0.066 1.701 2.513 0.1 -1.0 -1.0
C 0.082 3.089 2.286 -0.1 0.1 0.6
C 0.307 3.565 1.020 0.0 0.0 -0.1
C 0.505 2.641 -0.017 -0.1 -0.4 0.0
N 0.481 1.325 0.151 0.3 0.0 -0.2
C 0.288 0.824 1.384 -0.3 0.5 1.1
H 0.201 -4.469 2.099 0.0 0.5 0.0
H 0.446 -3.412 -0.151 0.0 0.5 0.5
H -0.132 -2.947 4.112 0.0 0.0 -0.2
H -0.373 -0.652 4.995 0.0 0.2 -0.3
H -0.369 1.808 4.643 0.1 -0.4 -0.5
H -0.086 3.761 3.147 0.1 -0.3 -0.6
H 0.325 4.628 0.797 0.0 -0.2 0.1
H 0.680 2.991 -1.033 -0.1 -0.1 0.1
```
Forces are in eV/Å.

Output
HOMO-LUMO gap ... 0.2164 hartree
LUMO ... -1.064 eV
M ... 470.9 g/mol
ΔE to the lowest compared entry with this formula, charge and spin ... 35.1 kcal per mole

***

# 4
Molecular formula: C4H9NO
Method: DFT, ωB97M-V/def2-TZVPD

Geometry as XYZ:
```
15
Properties=species:S:1:pos:R:3:forces:R:3
C 0.281 0.313 2.868 -0.1 -0.1 0.1
C -0.851 -0.175 2.363 0.1 0.1 0.2
C -0.416 -0.184 -0.451 0.1 0.0 -0.6
O 0.813 0.297 -0.215 -0.1 0.0 0.2
N -0.560 -0.330 -1.768 -0.2 -0.1 0.3
C 0.430 -0.031 -2.795 0.1 0.0 0.0
H 0.869 0.398 0.753 0.0 0.0 -0.1
H 0.413 1.378 3.047 0.0 -0.1 0.0
H 1.106 -0.339 3.149 -0.1 0.1 0.0
H -0.997 -1.236 2.184 0.1 0.2 0.1
H -1.683 0.464 2.084 0.2 -0.1 0.1
H -1.450 -0.703 -2.054 0.1 0.1 0.0
H -0.060 -0.020 -3.772 0.1 0.0 0.2
H 0.877 0.948 -2.597 -0.1 -0.2 -0.1
H 1.229 -0.782 -2.795 -0.1 0.2 0.0
```
Forces are in eV/Å.

Output
HOMO-LUMO gap ... 0.3441 hartree
LUMO ... 1.001 eV
M ... 87.1 g/mol
ΔE to the lowest compared entry with this formula, charge and spin ... 72.5 kcal per mole